Below is C56H58IO10PSi2 as an isolated structure in a non-equilibrium geometry, with properties calculated with wB97M-V/def2-TZVPD.

For the HOMO energy, the calculation gives -9.626 eV. The LUMO energy is -1.01 eV. The HOMO-LUMO gap comes out at 0.3166 Ha. As for the total energy: -112639.3943 eV.

Each line ends with the Löwdin charge.
Atoms and positions in Å:
1 C -0.2934 -3.6483 -0.3748  -0.11
2 C 1.0824 -3.6428 0.2676  -0.27
3 C 1.5426 -2.2426 0.6571  -0.26
4 C 2.5119 -2.3094 1.8838  -0.27
5 Si 3.9376 -1.0980 1.6973  0.51
6 C 5.4887 -1.7394 2.5362  -0.27
7 C 6.7586 -0.9613 2.1158  -0.27
8 C 7.5172 -0.3530 3.3130  -0.20
9 P 8.9937 -1.2425 3.7943  0.44
10 O 9.4101 -0.8519 5.1382  -0.26
11 O 8.7807 -2.8062 3.6003  -0.19
12 C 8.0742 -3.4580 4.6754  -0.28
13 C 8.8816 -4.5986 5.2069  -0.07
14 O 10.0918 -0.8680 2.7121  -0.19
15 C 11.3869 -1.4296 2.9729  -0.27
16 C 12.4531 -0.3420 2.8676  -0.06
17 O 3.5918 0.4864 2.1262  -0.37
18 Si 2.8739 0.8408 3.5885  0.54
19 C 1.7596 2.3226 3.3131  -0.34
20 C 0.8421 2.6214 4.5095  -0.39
21 C -0.5677 2.1035 4.3568  -0.64
22 I -1.5593 2.8485 2.6163  0.91
23 H -0.5361 -4.6340 -0.7588  0.07
24 H -0.3463 -2.9648 -1.2153  0.07
25 H -1.0611 -3.4058 0.3482  0.05
26 H 1.8088 -4.0871 -0.4055  0.11
27 H 1.0403 -4.2507 1.1657  0.10
28 H 0.6863 -1.6406 0.9366  0.11
29 H 2.1074 -1.8039 -0.1550  0.05
30 H 1.9776 -2.2457 2.8235  0.06
31 H 2.9713 -3.2944 1.8654  0.07
32 H 4.2567 -1.0597 0.2504  0.03
33 H 5.3948 -1.8225 3.6159  0.07
34 H 5.5963 -2.7574 2.1682  0.07
35 H 7.3912 -1.5845 1.5016  0.10
36 H 6.4512 -0.1347 1.4822  0.08
37 H 6.8787 -0.3045 4.1841  0.09
38 H 7.8354 0.6459 3.0512  0.10
39 H 7.8162 -2.7719 5.4739  0.11
40 H 7.1434 -3.8507 4.2725  0.11
41 H 8.2978 -5.1240 5.9542  0.08
42 H 9.0752 -5.3067 4.4129  0.08
43 H 9.8074 -4.2669 5.6573  0.08
44 H 11.6139 -2.2033 2.2498  0.11
45 H 11.4534 -1.8786 3.9561  0.10
46 H 12.0125 0.6399 2.7828  0.08
47 H 13.0571 -0.4974 1.9808  0.07
48 H 13.1327 -0.3928 3.7054  0.07
49 H 3.8629 1.1987 4.6279  -0.02
50 H 2.0312 -0.2505 4.1165  -0.01
51 H 1.2155 2.2088 2.3850  0.02
52 H 2.4173 3.1730 3.1591  0.07
53 H 0.7763 3.6978 4.6126  0.09
54 H 1.2870 2.2485 5.4303  0.10
55 H -0.6105 1.0252 4.3826  0.04
56 H -1.1601 2.4479 5.1916  0.03
57 C -6.2466 10.3698 -0.4547  -0.06
58 C -6.6646 10.1992 -1.7705  -0.06
59 C -6.3803 9.0239 -2.4431  0.00
60 C -5.6671 8.0162 -1.8067  -0.08
61 C -5.2299 8.1960 -0.4927  -0.08
62 C -5.5308 9.3717 0.1825  0.00
63 C -4.4264 7.1471 0.1965  -0.28
64 O -4.0522 7.3011 1.3404  0.11
65 C -4.0904 5.9094 -0.5597  -0.08
66 C -3.2982 4.9409 0.0428  -0.03
67 C -2.9867 3.7800 -0.6435  -0.08
68 C -3.4740 3.5732 -1.9285  -0.04
69 C -4.2592 4.5363 -2.5371  0.00
70 C -4.5638 5.7106 -1.8596  -0.08
71 C -5.3848 6.7502 -2.5403  -0.28
72 O -5.8101 6.5742 -3.6630  0.11
73 H -6.4772 11.2866 0.0717  0.11
74 H -7.2149 10.9855 -2.2701  0.11
75 H -6.7074 8.8841 -3.4639  0.12
76 H -5.1996 9.5012 1.2034  0.12
77 H -2.9234 5.1015 1.0445  0.07
78 H -2.3642 3.0258 -0.1798  0.03
79 H -3.2301 2.6596 -2.4559  0.10
80 H -4.6349 4.3831 -3.5389  0.12
81 C -6.8581 -7.1811 -0.2170  -0.06
82 C -5.5063 -7.0849 -0.5308  -0.06
83 C -4.7997 -5.9377 -0.2157  0.00
84 C -5.4441 -4.8759 0.4059  -0.08
85 C -6.8060 -4.9646 0.7026  -0.08
86 C -7.5066 -6.1242 0.3973  0.00
87 C -7.5285 -3.8225 1.3309  -0.28
88 O -8.7099 -3.9025 1.5946  0.11
89 C -6.7615 -2.5787 1.6194  -0.08
90 C -7.4232 -1.4819 2.1570  0.00
91 C -6.7218 -0.3233 2.4428  -0.05
92 C -5.3539 -0.2574 2.1989  -0.05
93 C -4.6910 -1.3451 1.6587  0.00
94 C -5.3910 -2.5061 1.3604  -0.08
95 C -4.6645 -3.6554 0.7533  -0.27
96 O -3.4700 -3.5990 0.5440  0.10
97 H -7.4065 -8.0823 -0.4572  0.11
98 H -5.0044 -7.9086 -1.0209  0.11
99 H -3.7478 -5.8597 -0.4528  0.12
100 H -8.5581 -6.1923 0.6391  0.12
101 H -8.4858 -1.5393 2.3474  0.12
102 H -7.2395 0.5315 2.8573  0.11
103 H -4.8032 0.6454 2.4276  0.10
104 H -3.6285 -1.2960 1.4641  0.12
105 C 1.4292 -1.1572 -3.4083  -0.05
106 C 2.0356 -2.0033 -4.3311  -0.05
107 C 1.5741 -2.0557 -5.6350  0.00
108 C 0.4962 -1.2694 -6.0208  -0.08
109 C -0.1251 -0.4352 -5.0892  -0.08
110 C 0.3516 -0.3756 -3.7859  0.00
111 C -1.3101 0.3841 -5.4670  -0.28
112 O -1.8445 1.1103 -4.6546  0.10
113 C -1.8242 0.2794 -6.8602  -0.08
114 C -2.9598 0.9933 -7.2204  0.00
115 C -3.4423 0.9161 -8.5149  -0.06
116 C -2.7880 0.1313 -9.4587  -0.06
117 C -1.6587 -0.5859 -9.1046  0.00
118 C -1.1769 -0.5217 -7.8038  -0.08
119 C 0.0217 -1.3253 -7.4321  -0.28
120 O 0.5928 -2.0100 -8.2545  0.11
121 H 1.7969 -1.1118 -2.3914  0.09
122 H 2.8715 -2.6213 -4.0310  0.11
123 H 2.0454 -2.7078 -6.3569  0.12
124 H -0.1259 0.2799 -3.0712  0.12
125 H -3.4632 1.6050 -6.4849  0.12
126 H -4.3296 1.4696 -8.7923  0.11
127 H -3.1635 0.0777 -10.4719  0.11
128 H -1.1491 -1.2004 -9.8335  0.12